# 1
# C37H36GaN7O3S

C37H36GaN7O3S as an isolated structure (the ωB97M-V functional and the def2-TZVPD basis, the Open Molecules 2025 dataset).

XYZ file:
```
85
C37H36GaN7O3S | the Open Molecules 2025 dataset | the ωB97M-V functional and the def2-TZVPD basis
Ga -1.188 -0.046 -0.181
C -4.521 -2.794 -2.313
O -4.790 -2.624 -0.926
C -3.829 -3.164 -0.104
C -4.153 -4.241 0.687
C -3.221 -4.797 1.568
C -1.959 -4.260 1.626
C -1.614 -3.140 0.854
C -0.248 -2.679 0.865
N 0.110 -1.541 0.398
N 1.464 -1.333 0.216
C 1.622 -0.332 -0.597
O 0.647 0.395 -1.060
C 3.013 -0.029 -1.034
C 4.102 -0.592 -0.372
C 5.392 -0.323 -0.796
C 5.615 0.502 -1.891
C 4.535 1.048 -2.568
C 3.243 0.781 -2.140
C -2.556 -2.553 -0.022
O -2.309 -1.501 -0.769
H -5.346 -2.329 -2.848
H -4.482 -3.858 -2.566
H -3.582 -2.315 -2.593
H -5.157 -4.642 0.611
H -3.491 -5.645 2.183
H -1.208 -4.690 2.280
H 0.535 -3.353 1.212
H 3.917 -1.239 0.473
H 6.231 -0.762 -0.271
H 6.625 0.708 -2.221
H 4.700 1.672 -3.438
H 2.398 1.172 -2.689
S -2.277 0.163 1.906
C -1.194 0.593 3.192
N -1.635 0.630 4.389
N -0.699 0.960 5.385
C 0.265 0.001 5.756
C 1.014 0.257 6.907
C 2.000 -0.621 7.317
C 2.266 -1.774 6.588
C 1.515 -2.033 5.452
C 0.520 -1.161 5.033
N 0.199 0.902 3.007
N 0.508 1.463 1.958
C 1.909 1.788 1.941
C 2.289 2.958 1.305
C 3.626 3.331 1.291
C 4.575 2.522 1.897
C 4.185 1.345 2.526
C 2.853 0.973 2.554
H -1.236 1.246 6.190
H 0.823 1.165 7.469
H 2.570 -0.399 8.210
H 3.040 -2.459 6.905
H 1.696 -2.934 4.878
H -0.066 -1.398 4.155
H 1.528 3.589 0.866
H 3.926 4.256 0.815
H 5.619 2.808 1.882
H 4.927 0.711 2.993
H 2.531 0.062 3.038
C 1.459 4.122 -2.033
N 0.071 3.654 -2.273
C 0.021 2.561 -3.292
C -0.594 3.253 -0.960
C -1.980 2.760 -1.226
C -2.926 3.701 -1.638
C -4.199 3.301 -2.001
C -4.519 1.952 -1.929
C -3.584 1.028 -1.485
C -2.279 1.397 -1.124
H 1.897 4.455 -2.971
H 2.031 3.292 -1.624
H 1.435 4.941 -1.317
H -0.481 4.427 -2.644
H 0.403 1.654 -2.827
H 0.618 2.866 -4.149
H -1.014 2.406 -3.579
H -0.571 4.154 -0.343
H 0.038 2.484 -0.526
H -2.672 4.759 -1.651
H -4.936 4.029 -2.315
H -5.514 1.618 -2.198
H -3.876 -0.011 -1.401
```

Values from the calculation:
Energy relative to the best compared isomer or geometry (same formula, charge and spin) in kJ/mol: 54.9
E_LUMO in eV: -0.272
DFT total energy in Ha: -4363.4792
Net charge: 0

# 2
# C37H37B2BeBrCl5CsI2N7O15

C37H37B2BeBrCl5CsI2N7O15 as an isolated structure (the ωB97M-V functional and the def2-TZVPD basis, the Open Molecules 2025 dataset).

XYZ file:
```
108
C37H37B2BeBrCl5CsI2N7O15 | the Open Molecules 2025 dataset | the ωB97M-V functional and the def2-TZVPD basis
N 2.117 -0.213 6.135
C 3.270 0.234 5.829
C 3.523 0.852 4.332
N 2.382 0.638 3.460
N 2.466 -0.442 2.691
C 1.446 -0.647 1.903
C 1.610 -1.918 1.084
C 2.824 -1.853 0.132
C 3.539 -3.212 0.034
C 5.067 -3.118 0.078
C 5.625 -2.508 1.375
N 6.171 -1.172 1.078
C 0.295 0.139 1.735
B -0.898 -0.145 0.723
N -1.583 -1.421 0.710
O -1.273 0.861 -0.126
C 0.232 1.287 2.573
I -1.339 2.581 2.597
C 1.337 1.436 3.424
I 1.333 3.081 4.776
H 2.185 -0.593 7.099
H 4.143 0.163 6.582
H 4.379 0.238 3.883
H 3.882 1.921 4.323
H 1.857 -2.681 1.828
H 0.690 -2.246 0.614
H 3.543 -1.159 0.571
H 2.571 -1.465 -0.853
H 3.273 -3.685 -0.915
H 3.244 -3.924 0.807
H 5.466 -2.575 -0.778
H 5.433 -4.144 0.023
H 6.436 -3.127 1.773
H 4.877 -2.433 2.171
H 6.652 -0.778 1.872
H 6.770 -1.192 0.267
H -2.551 -1.249 0.964
H -1.146 -2.066 1.353
H -2.204 1.082 -0.017
Cl -1.994 1.863 5.175
Be 1.936 1.023 7.955
C 1.308 -4.369 5.984
O 2.255 -4.410 6.751
N 0.734 -5.493 5.466
N 0.744 -3.185 5.580
H -0.045 -5.482 4.837
H 1.123 -6.375 5.743
H 1.145 -2.346 5.948
H -0.033 -3.120 4.950
C 0.168 -0.944 -2.854
C -0.985 -1.557 -2.598
C -1.250 -2.937 -3.076
O -2.297 -3.489 -2.836
C -0.171 -3.610 -3.859
C 0.979 -2.991 -4.110
C 1.240 -1.612 -3.627
O 2.293 -1.058 -3.856
H 0.377 0.063 -2.512
H -1.773 -1.083 -2.030
H -0.376 -4.616 -4.204
H 1.772 -3.458 -4.671
C -4.070 -3.440 -6.475
Cl -5.050 -4.732 -5.775
Cl -4.727 -1.872 -5.994
Cl -2.406 -3.581 -5.879
Cl -4.073 -3.573 -8.230
O 3.278 -5.054 -5.521
H 3.604 -4.275 -6.064
H 3.814 -5.781 -5.909
B 2.458 -3.560 -9.723
O 3.644 -3.175 -10.510
C 4.623 -2.858 -9.662
O 5.722 -2.508 -9.960
C 4.102 -3.046 -8.229
O 4.711 -2.879 -7.201
O 2.855 -3.443 -8.287
O 1.303 -2.710 -10.049
C 0.310 -3.502 -10.467
O -0.773 -3.137 -10.805
C 0.794 -4.952 -10.395
O 0.161 -5.929 -10.655
O 2.056 -4.939 -9.969
Br 1.963 -6.705 -6.076
C -4.527 4.780 1.088
C -4.133 4.248 2.312
C -4.378 4.935 3.488
C -5.011 6.170 3.443
C -5.387 6.716 2.215
C -5.152 6.012 1.040
C -6.026 8.063 2.142
O -6.354 8.532 1.074
C -6.240 8.814 3.408
C -6.781 10.092 3.357
C -6.998 10.797 4.528
C -6.683 10.226 5.757
C -6.138 8.956 5.814
C -5.906 8.248 4.642
C -5.287 6.897 4.717
O -5.008 6.396 5.784
H -4.341 4.234 0.172
H -3.632 3.286 2.350
H -4.074 4.514 4.438
H -5.456 6.432 0.091
H -7.029 10.535 2.403
H -7.416 11.795 4.486
H -6.860 10.777 6.671
H -5.889 8.513 6.768
Cs 5.608 0.318 5.379
```

Values from the calculation:
E_LUMO in eV: -8.054
DFT total energy in Ha: -8498.4492
Net charge: +1

# 3
# C37H37Cl3NiO2P2

C37H37Cl3NiO2P2 as an isolated structure (the ωB97M-V functional and the def2-TZVPD basis, the Open Molecules 2025 dataset).

XYZ file:
```
82
C37H37Cl3NiO2P2 | the Open Molecules 2025 dataset | the ωB97M-V functional and the def2-TZVPD basis
Ni -0.067 -0.049 -0.403
C -1.880 0.837 -7.241
C -1.885 -0.441 -6.841
C -1.058 -1.549 -7.433
C 0.319 -1.157 -8.036
C 1.201 -0.329 -7.139
C 1.228 1.006 -7.057
C 0.371 1.959 -7.840
C -1.016 1.443 -8.316
C 1.482 0.350 0.772
H -2.592 1.540 -6.791
H -2.618 -0.762 -6.089
H -1.630 -2.065 -8.227
H -0.871 -2.300 -6.647
H 0.852 -2.111 -8.185
H 0.181 -0.725 -9.035
H 1.914 -0.916 -6.547
H 1.994 1.493 -6.441
H 0.919 2.306 -8.736
H 0.193 2.854 -7.221
H -1.553 2.341 -8.663
H -0.894 0.799 -9.195
H 1.110 1.252 1.286
H 2.537 0.504 0.479
H 1.424 -0.506 1.466
P -1.563 -0.597 -1.870
P 1.599 0.052 -1.737
C -0.521 -0.747 -3.326
C 0.834 -0.639 -3.218
C -2.486 -2.145 -1.643
C -2.817 -2.950 -2.741
C -3.584 -4.103 -2.547
C -3.986 -4.482 -1.261
C -3.602 -3.711 -0.156
C -2.847 -2.556 -0.349
C -2.766 0.760 -2.122
C -2.301 2.089 -2.108
C -3.194 3.137 -2.338
C -4.550 2.870 -2.577
C -5.019 1.550 -2.532
C -4.137 0.497 -2.269
C 3.101 -0.976 -1.505
C 2.933 -2.256 -0.954
C 4.042 -3.077 -0.758
C 5.319 -2.620 -1.106
C 5.491 -1.331 -1.620
C 4.386 -0.494 -1.804
C 2.165 1.748 -2.156
C 2.344 2.723 -1.162
C 2.842 3.981 -1.506
C 3.118 4.280 -2.845
C 2.876 3.331 -3.846
C 2.392 2.068 -3.500
H -1.009 -0.928 -4.288
H 1.521 -0.963 -4.004
H -2.485 -2.666 -3.739
H -3.878 -4.703 -3.407
H -4.590 -5.382 -1.116
H -3.901 -4.008 0.851
H -2.549 -1.955 0.510
H -1.243 2.296 -1.913
H -2.830 4.164 -2.348
H -5.236 3.692 -2.804
H -6.073 1.341 -2.715
H -4.511 -0.527 -2.186
H 1.932 -2.608 -0.691
H 3.899 -4.075 -0.347
H 6.179 -3.276 -0.962
H 6.490 -0.984 -1.886
H 4.529 0.516 -2.192
H 2.119 2.495 -0.121
H 3.023 4.723 -0.727
H 3.508 5.265 -3.111
H 3.075 3.568 -4.892
H 2.202 1.330 -4.280
Cl -2.404 -1.532 4.599
C -2.417 -0.331 3.299
Cl -4.025 -0.296 2.528
Cl -1.982 1.281 3.929
C -1.318 -0.686 2.164
O -0.471 -1.531 2.441
O -1.493 -0.019 1.072
```

Values from the calculation:
Energy relative to the best compared isomer or geometry (same formula, charge and spin) in kJ/mol: 0.0
E_LUMO (alpha / beta) in eV: -0.026 / -0.218
Multiplicity: 3
DFT total energy in Ha: -5154.0537
Expectation value of S²: 2.01
Net charge: 0

# 4
# C37H37CrNO4Sb2

C37H37CrNO4Sb2 as an isolated structure (the ωB97M-V functional and the def2-TZVPD basis, the Open Molecules 2025 dataset).

XYZ file:
```
82
C37H37CrNO4Sb2 | the Open Molecules 2025 dataset | the ωB97M-V functional and the def2-TZVPD basis
Cr -0.427 0.066 -0.498
N 1.659 0.075 2.754
C 2.809 -0.314 1.915
C 2.591 -0.160 0.420
O 3.496 -0.296 -0.356
O 1.343 0.156 0.100
H 1.600 1.085 2.818
H 1.817 -0.248 3.702
H 3.007 -1.370 2.079
H 3.737 0.216 2.142
C -0.326 -0.124 -4.723
C -1.004 -0.072 -3.397
O -0.217 -0.025 -2.390
C -2.402 -0.067 -3.255
C -3.245 -0.127 -4.415
C -4.592 -0.108 -4.308
C -5.178 -0.018 -3.012
C -4.426 0.043 -1.884
C -3.004 0.013 -1.958
O -2.350 0.054 -0.852
H 0.748 -0.087 -4.581
H -0.645 0.712 -5.348
H -0.593 -1.045 -5.246
H -2.790 -0.190 -5.395
H -5.218 -0.156 -5.188
H -6.258 0.000 -2.922
H -4.878 0.111 -0.904
C -2.163 -1.222 3.065
C -1.716 0.038 3.797
C -2.185 1.335 3.142
Sb -1.238 1.904 1.344
C 0.166 3.302 2.029
C -0.250 4.400 2.782
C 0.678 5.341 3.208
C 2.022 5.192 2.880
C 2.439 4.110 2.119
C 1.512 3.165 1.688
C -2.722 3.148 0.531
C -2.663 3.452 -0.830
C -3.584 4.322 -1.397
C -4.571 4.895 -0.606
C -4.642 4.595 0.747
C -3.720 3.722 1.317
Sb -1.127 -1.756 1.318
C -2.520 -3.067 0.453
C -3.415 -3.795 1.235
C -4.249 -4.736 0.644
C -4.191 -4.956 -0.727
C -3.303 -4.232 -1.512
C -2.471 -3.289 -0.922
C 0.342 -3.134 1.892
C 0.348 -3.743 3.146
C 1.307 -4.704 3.445
C 2.258 -5.057 2.495
C 2.251 -4.456 1.241
C 1.294 -3.495 0.939
H -3.206 -1.157 2.748
H -2.071 -2.096 3.710
H -0.628 0.039 3.933
H -2.147 0.004 4.801
H -3.251 1.296 2.911
H -2.016 2.181 3.810
H -1.297 4.539 3.035
H 0.353 6.195 3.789
H 2.741 5.930 3.211
H 3.483 4.002 1.850
H 1.840 2.339 1.069
H -1.899 3.011 -1.461
H -3.530 4.556 -2.453
H -5.287 5.577 -1.047
H -5.414 5.041 1.361
H -3.795 3.499 2.376
H -3.472 -3.642 2.308
H -4.942 -5.303 1.254
H -4.837 -5.694 -1.184
H -3.260 -4.402 -2.581
H -1.786 -2.727 -1.548
H -0.385 -3.481 3.901
H 1.309 -5.180 4.418
H 3.004 -5.804 2.732
H 2.994 -4.726 0.501
H 1.306 -3.034 -0.042
```

Values from the calculation:
Energy relative to the best compared isomer or geometry (same formula, charge and spin) in kJ/mol: 0.0
E_LUMO (alpha / beta) in eV: -4.399 / -3.226
Multiplicity: 4
DFT total energy in Ha: -3312.6175
Expectation value of S²: 3.91
Net charge: +1

> DFT total energy of number 4 (C37H37CrNO4Sb2)?

-3312.6175 Ha

> Look up the net charge of the third one.

0